Formula: C19H21N5O4
Source: OMol25
Level of theory: the ωB97M-V functional and the def2-TZVPD basis

Summary:
HOMO = -8.62 eV
LUMO level = 0.6 eV
Relative energy (zero: lowest compared OMol25 entry of this formula, charge and spin) = 4.902 eV
Orbital gap = 0.3377 hartree
SMILES string = COC[C@H]1CCN(C(=O)c2cc(COc3ccc(-n4cncn4)cc3)on2)C1

Positions of all 49 atoms, in Å:
C 0.0690 1.0338 -4.6265
H -1.0082 1.0802 -4.7748
O 0.3084 1.4564 -3.3026
C 1.6786 1.4682 -2.9671
C 1.9079 2.3110 -1.7139
C 1.4189 3.7551 -1.8664
C 1.2896 4.2285 -0.4257
N 0.9502 3.0226 0.3133
C 0.4583 3.1104 1.5565
O 0.2604 4.1715 2.1227
C 0.1327 1.8180 2.2271
N 0.9786 0.8269 2.3462
O 0.3634 -0.1514 3.0409
C -0.8856 0.2336 3.3437
C -1.0935 1.4956 2.8625
H -1.9660 2.1085 2.9349
C -1.7919 -0.7599 4.0024
O -1.5698 -2.0747 3.5348
C -1.3853 -2.2471 2.1919
C -0.6296 -3.3520 1.8009
C -0.3077 -3.5422 0.4755
C -0.7336 -2.6247 -0.4808
C -1.5545 -1.5684 -0.1089
C -1.8861 -1.3855 1.2197
H -2.5293 -0.5620 1.4872
H -1.9388 -0.8839 -0.8489
N -0.3081 -2.7629 -1.8051
C -0.2373 -1.8230 -2.7728
N 0.2783 -2.3364 -3.8631
C 0.5147 -3.6208 -3.5215
N 0.1822 -3.9135 -2.2898
H 0.9386 -4.3368 -4.1945
H -0.5348 -0.8032 -2.6484
H 0.2968 -4.3781 0.1619
H -0.2797 -4.0313 2.5609
H -2.8345 -0.4472 3.8538
H -1.5932 -0.8100 5.0783
C 1.1288 1.8253 -0.4871
H 1.6607 1.0563 0.0738
H 0.1548 1.4335 -0.8032
H 0.5154 4.9840 -0.2759
H 2.2352 4.6323 -0.0469
H 2.1041 4.3705 -2.4450
H 0.4456 3.7452 -2.3569
H 2.9786 2.3045 -1.4914
H 2.0358 0.4390 -2.8064
H 2.2590 1.9021 -3.7946
H 0.5630 1.7003 -5.3434
H 0.4169 0.0083 -4.7903

Results of the Löwdin charge analysis, in e, for atoms 1 through 6: atom 1 (C): -0.11, atom 2 (H): 0.09, atom 3 (O): -0.22, atom 4 (C): -0.20, atom 5 (C): -0.26, atom 6 (C): -0.12